[1]
{
  "formula": "C34H35Cl2N6O4STeZr",
  "method": "ωB97M-V/def2-TZVPD",
  "symbols": ["Zr", "O", "C", "N", "C", "C", "C", "C", "C", "C", "N", "C", "O", "C", "C", "C", "C", "C", "N", "C", "C", "C", "C", "C", "N", "H", "H", "H", "H", "H", "H", "H", "H", "H", "H", "H", "H", "C", "C", "N", "C", "C", "S", "C", "C", "N", "H", "H", "H", "H", "H", "H", "H", "H", "H", "H", "H", "H", "H", "H", "C", "Te", "C", "C", "C", "C", "C", "C", "C", "H", "H", "H", "H", "H", "H", "H", "H", "Cl", "C", "Cl", "C", "O", "O", "H"],
  "xyz": [[-1.040, 1.477, 0.129], [0.843, 5.311, 0.702], [0.099, 4.350, 0.685], [0.406, 3.032, 0.507], [1.771, 2.622, 0.447], [2.892, 3.446, 0.316], [4.155, 2.877, 0.264], [4.322, 1.504, 0.329], [3.219, 0.679, 0.469], [1.947, 1.233, 0.542], [0.754, 0.453, 0.682], [0.849, -0.555, 1.626], [1.769, -0.717, 2.401], [-0.311, -1.514, 1.695], [-0.369, -2.423, 2.741], [-1.413, -3.332, 2.767], [-2.360, -3.292, 1.757], [-2.239, -2.323, 0.777], [-1.232, -1.449, 0.737], [-1.372, 4.563, 0.883], [-1.876, 5.831, 1.105], [-3.243, 5.981, 1.265], [-4.049, 4.857, 1.194], [-3.462, 3.625, 0.975], [-2.142, 3.475, 0.828], [2.775, 4.513, 0.255], [5.016, 3.524, 0.166], [5.310, 1.068, 0.278], [3.339, -0.393, 0.522], [0.408, -2.401, 3.491], [-1.489, -4.060, 3.564], [-3.193, -3.980, 1.736], [-2.997, -2.241, 0.003], [-1.182, 6.658, 1.141], [-3.673, 6.958, 1.437], [-5.121, 4.924, 1.310], [-4.062, 2.730, 0.910], [0.256, 0.338, -2.715], [-1.172, -0.170, -2.840], [-1.960, 0.083, -1.613], [-3.370, 0.389, -1.927], [-3.519, 1.706, -2.688], [-2.397, 3.006, -2.088], [-1.086, 3.050, -3.351], [0.277, 2.817, -2.727], [0.334, 1.581, -1.928], [0.680, 0.486, -3.715], [0.884, -0.416, -2.240], [-1.155, -1.238, -3.070], [-1.678, 0.315, -3.669], [-1.933, -0.749, -1.029], [-3.906, 0.446, -0.981], [-3.822, -0.416, -2.516], [-4.535, 2.076, -2.565], [-3.352, 1.600, -3.758], [-1.111, 4.031, -3.823], [-1.315, 2.311, -4.115], [0.529, 3.643, -2.060], [1.032, 2.795, -3.519], [1.256, 1.591, -1.493], [2.698, -4.579, -1.923], [1.685, -2.935, -1.010], [2.021, -3.962, 0.836], [3.037, -5.034, 0.526], [3.647, -5.742, 1.559], [4.562, -6.742, 1.282], [4.876, -7.047, -0.037], [4.275, -6.346, -1.067], [3.355, -5.336, -0.795], [3.431, -4.198, -2.631], [1.981, -5.197, -2.460], [1.084, -4.392, 1.186], [2.384, -3.252, 1.578], [3.405, -5.499, 2.587], [5.035, -7.282, 2.092], [5.593, -7.825, -0.259], [4.523, -6.578, -2.096], [-0.940, 1.628, 3.093], [-2.548, 0.945, 3.451], [-3.612, 2.186, 4.131], [-3.211, 0.360, 2.187], [-4.087, -0.451, 2.318], [-2.762, 0.819, 1.048], [-2.420, 0.171, 4.199]],
  "e_above_lowest_ev": 0.000,
  "multiplicity": 1,
  "charge": 1,
  "e_homo_ev": -10.03,
  "e_tot_ev": -97411.628
}

***

[2]
{
  "formula": "C34H35ClNbO6P2SSe2",
  "method": "ωB97M-V/def2-TZVPD",
  "symbols": ["Nb", "O", "C", "O", "C", "P", "C", "C", "C", "C", "C", "C", "C", "C", "C", "C", "C", "C", "H", "H", "H", "H", "H", "H", "H", "H", "H", "H", "H", "H", "Se", "P", "Se", "C", "C", "C", "C", "C", "C", "C", "C", "C", "C", "C", "C", "H", "H", "H", "H", "H", "H", "H", "H", "H", "H", "C", "C", "O", "H", "H", "H", "O", "S", "C", "C", "C", "C", "H", "H", "H", "H", "H", "H", "H", "H", "Cl", "C", "C", "O", "O", "H", "H"],
  "xyz": [[-0.335, 1.291, 0.366], [-4.399, 0.936, -0.540], [-3.256, 0.652, -0.865], [-2.203, 0.965, -0.130], [-3.002, -0.001, -2.259], [-1.187, -0.114, -2.481], [-0.992, 0.721, -4.060], [-0.743, 0.057, -5.263], [-0.170, 0.764, -6.300], [0.162, 2.133, -6.171], [-0.355, 2.802, -5.096], [-0.994, 2.109, -4.044], [-0.803, -1.837, -2.904], [-1.604, -2.945, -2.537], [-1.016, -4.211, -2.453], [0.309, -4.404, -2.724], [1.042, -3.362, -3.267], [0.460, -2.098, -3.408], [-3.505, 0.682, -2.920], [-3.581, -0.918, -2.239], [-0.946, -1.033, -5.346], [0.057, 0.292, -7.233], [0.687, 2.649, -6.980], [-0.316, 3.902, -5.050], [-1.398, 2.646, -3.146], [-2.665, -2.802, -2.293], [-1.592, -5.089, -2.129], [0.770, -5.348, -2.467], [2.063, -3.490, -3.590], [1.110, -1.324, -3.809], [-1.212, 0.766, 2.918], [-0.549, -1.387, 2.815], [0.078, -1.490, 0.776], [-1.971, -2.404, 3.236], [-2.302, -2.579, 4.607], [-3.381, -3.398, 4.955], [-4.158, -3.985, 3.980], [-3.884, -3.755, 2.661], [-2.795, -2.958, 2.267], [0.755, -1.918, 3.962], [1.100, -1.200, 5.101], [2.140, -1.660, 5.928], [2.889, -2.773, 5.577], [2.596, -3.442, 4.404], [1.455, -3.072, 3.655], [-1.766, -2.073, 5.417], [-3.597, -3.546, 6.039], [-4.995, -4.665, 4.293], [-4.554, -4.156, 1.930], [-2.541, -2.827, 1.196], [0.598, -0.239, 5.332], [2.370, -1.126, 6.855], [3.733, -3.104, 6.196], [3.234, -4.228, 4.010], [1.210, -3.676, 2.776], [2.066, 1.413, 2.631], [1.228, 2.396, 1.823], [1.254, 3.606, 1.876], [3.134, 1.720, 2.556], [1.942, 0.401, 2.206], [1.602, 1.314, 3.636], [1.478, 1.322, -0.478], [2.369, 1.729, -1.730], [2.339, 3.573, -1.819], [3.659, 4.125, -1.294], [4.409, 3.081, -0.433], [3.956, 1.673, -0.818], [1.513, 3.907, -1.183], [2.179, 3.828, -2.900], [3.489, 5.047, -0.683], [4.351, 4.361, -2.138], [4.221, 3.251, 0.651], [5.497, 3.173, -0.602], [3.880, 0.993, 0.055], [4.717, 1.202, -1.493], [-2.629, 4.137, 2.039], [-2.766, 4.236, 0.269], [-1.455, 4.161, -0.418], [-1.266, 4.863, -1.411], [-0.497, 3.166, -0.044], [-3.251, 5.187, 0.104], [-3.473, 3.407, 0.050]],
  "e_above_lowest_ev": 0.000,
  "multiplicity": 1,
  "charge": 1,
  "e_homo_ev": [-10.18, -10.18],
  "e_tot_ev": -222284.702
}

***

[3]
{
  "formula": "C34H35F4N8NaO4S",
  "method": "ωB97M-V/def2-TZVPD",
  "symbols": ["Na", "C", "N", "C", "C", "C", "N", "C", "C", "F", "C", "F", "C", "C", "F", "C", "F", "H", "H", "H", "H", "H", "H", "H", "H", "H", "H", "H", "O", "C", "O", "C", "C", "C", "N", "C", "C", "C", "O", "O", "H", "H", "H", "C", "N", "C", "C", "S", "N", "C", "C", "H", "H", "H", "H", "H", "H", "H", "H", "H", "H", "H", "H", "N", "C", "C", "C", "C", "C", "C", "N", "C", "C", "C", "C", "N", "C", "C", "H", "H", "H", "H", "H", "H", "H", "H", "H"],
  "xyz": [[0.652, 0.246, -0.375], [1.536, -1.830, -2.789], [1.621, -1.943, -1.339], [1.309, -3.298, -0.923], [2.923, -1.542, -0.825], [2.854, -0.923, 0.604], [1.558, -1.096, 1.223], [1.350, -1.787, 2.310], [-0.003, -1.849, 2.810], [-0.948, -1.181, 2.110], [-0.379, -2.516, 3.940], [-1.683, -2.504, 4.318], [0.525, -3.213, 4.735], [1.836, -3.184, 4.295], [2.766, -3.844, 5.029], [2.247, -2.523, 3.164], [3.578, -2.607, 2.867], [2.253, -2.500, -3.300], [1.727, -0.805, -3.107], [0.528, -2.105, -3.108], [1.982, -4.033, -1.404], [0.285, -3.547, -1.193], [1.416, -3.384, 0.157], [3.342, -0.792, -1.499], [3.613, -2.403, -0.817], [3.005, 0.158, 0.490], [3.688, -1.311, 1.188], [0.230, -3.728, 5.635], [-2.062, 5.518, -4.416], [-2.878, 4.721, -3.915], [-4.124, 4.681, -3.998], [-2.256, 3.608, -3.019], [-3.034, 2.959, -2.064], [-2.462, 1.959, -1.300], [-1.192, 1.569, -1.427], [-0.436, 2.202, -2.330], [-0.931, 3.216, -3.146], [1.026, 1.745, -2.383], [1.471, 1.366, -3.479], [1.622, 1.775, -1.270], [-4.072, 3.241, -1.948], [-3.041, 1.431, -0.544], [-0.290, 3.701, -3.870], [-5.670, -2.954, -2.481], [-4.831, -1.944, -1.854], [-4.353, -0.960, -2.823], [-3.818, -2.518, -1.042], [-2.280, -2.757, -1.604], [-4.246, -2.873, 0.189], [-5.585, -2.582, 0.664], [-3.370, -3.463, 1.185], [-5.122, -3.497, -3.264], [-6.536, -2.469, -2.934], [-6.016, -3.674, -1.738], [-5.218, -0.417, -3.208], [-3.816, -1.421, -3.658], [-3.684, -0.257, -2.336], [-6.038, -1.817, 0.041], [-5.528, -2.229, 1.695], [-6.213, -3.481, 0.645], [-2.403, -3.675, 0.743], [-3.813, -4.386, 1.569], [-3.229, -2.767, 2.012], [2.379, 5.667, 5.138], [2.830, 6.895, 5.549], [3.321, 7.369, 6.757], [3.709, 8.698, 6.798], [3.609, 9.521, 5.671], [3.116, 9.047, 4.468], [2.720, 7.712, 4.404], [2.216, 6.985, 3.352], [2.024, 5.776, 3.810], [1.501, 4.646, 3.051], [1.510, 3.345, 3.555], [0.957, 2.330, 2.793], [0.417, 2.526, 1.597], [0.441, 3.757, 1.096], [0.959, 4.844, 1.782], [2.294, 4.842, 5.701], [3.402, 6.731, 7.628], [4.101, 9.108, 7.721], [3.929, 10.552, 5.745], [3.040, 9.682, 3.596], [1.958, 3.105, 4.512], [0.945, 1.307, 3.157], [0.029, 3.871, 0.099], [0.951, 5.839, 1.358]],
  "e_above_lowest_ev": 0.144,
  "multiplicity": 1,
  "charge": -2,
  "e_homo_ev": -2.18,
  "e_tot_ev": -82061.839
}